{"formula": "C36H61ClN6O5P2S2", "method": "ωB97M-V/def2-TZVPD", "species": ["C", "C", "C", "C", "C", "C", "C", "C", "C", "O", "O", "O", "C", "P", "S", "C", "Cl", "C", "C", "C", "N", "S", "P", "N", "N", "C", "C", "O", "C", "C", "O", "C", "C", "C", "C", "C", "C", "H", "H", "H", "H", "H", "H", "H", "H", "H", "H", "H", "H", "H", "H", "H", "H", "H", "H", "H", "H", "H", "H", "H", "H", "H", "H", "H", "H", "H", "H", "H", "H", "H", "H", "H", "H", "H", "H", "H", "H", "C", "C", "C", "C", "N", "H", "H", "H", "H", "H", "H", "H", "C", "C", "C", "C", "N", "H", "H", "H", "H", "H", "H", "H", "C", "C", "C", "C", "N", "H", "H", "H", "H", "H", "H", "H"], "coordinates": [[-4.3359, 2.1608, 6.8055], [-3.6307, 1.1221, 5.7513], [-4.5283, 0.8817, 4.3573], [-3.5813, 1.1177, 3.0066], [-3.2443, 2.7568, 3.0417], [-4.2002, 0.5641, 1.6068], [-5.6238, -0.3033, 1.7883], [-6.9702, 0.5218, 2.1062], [-7.9428, 0.8271, 0.7790], [-8.2001, -0.0983, -0.1518], [-8.5479, 2.1848, 0.7240], [-3.4288, -0.3395, 0.8157], [-2.4046, -1.2092, 1.2702], [-2.2208, -2.1745, -0.4463], [-3.9356, -3.0433, -0.9472], [-2.7825, -2.3787, 2.2845], [-2.6892, -2.0076, 4.1382], [-2.2260, -3.9010, 2.0741], [-0.6452, -4.1669, 1.9758], [-0.9082, -0.4486, 1.3738], [-0.2570, -0.3565, 2.6744], [0.6560, -1.4358, 3.4985], [0.2719, 1.3086, 3.1383], [0.2658, 1.5778, 4.7339], [-0.0792, -0.6646, 0.1127], [0.0335, 0.5821, -0.7448], [0.6448, 2.0511, -0.2398], [-0.2685, 0.5894, -2.0753], [1.2904, -1.1706, 0.2362], [1.7821, -2.6137, -0.4566], [2.3240, -0.5023, 0.8227], [-4.3954, 1.8131, 0.4902], [-3.4855, 1.8678, -0.9197], [-3.6757, 3.0807, -2.0561], [-4.7671, 4.2929, -1.8641], [-5.6517, 4.2627, -0.4828], [-5.4357, 3.0656, 0.6090], [-5.4758, 2.3232, 6.5781], [-3.7303, 3.1702, 6.7445], [-4.2372, 1.7262, 7.9069], [-3.5133, 0.0854, 6.3318], [-2.5106, 1.4354, 5.4821], [-5.4066, 1.6728, 4.4278], [-4.9011, -0.2362, 4.4695], [-2.5431, 0.6607, 3.3248], [-2.5761, 3.1058, 2.1453], [-2.6360, 3.0604, 4.0234], [-4.2767, 3.3046, 3.1317], [-5.8010, -0.8880, 0.7615], [-5.5385, -1.1436, 2.6080], [-7.6588, -0.1923, 2.7759], [-6.8389, 1.4903, 2.7919], [-8.9750, 2.4241, 1.6091], [-1.0886, -3.0232, -0.5041], [-2.0799, -1.1674, -1.5094], [-3.9689, -2.5393, 2.1399], [-2.5984, -4.4891, 3.0489], [-2.7456, -4.5033, 1.1867], [-0.3971, -5.2268, 1.5240], [-0.2064, -4.1798, 3.0862], [-0.1333, -3.2710, 1.4325], [-1.2777, 0.6950, 1.1965], [0.4456, -1.3140, 4.8995], [1.6072, 1.4562, 2.5420], [-0.5475, 2.3129, 2.5107], [1.2801, 1.7816, 4.9739], [0.8569, 2.7623, -1.1752], [1.6636, 1.9628, 0.3246], [-0.1948, 2.6048, 0.3797], [1.0004, -2.9796, -1.2692], [2.8481, -2.5293, -0.9581], [1.7958, -3.4807, 0.3641], [-2.6721, 1.0766, -1.2024], [-2.9895, 3.0830, -3.0302], [-4.8633, 5.1111, -2.6939], [-6.4322, 5.1117, -0.2473], [-6.0891, 3.1283, 1.5930], [0.0010, 2.9781, -5.7294], [-0.9549, 3.3300, -6.8618], [-1.2906, 4.8198, -6.9258], [-2.0339, 5.2760, -5.7440], [-2.6158, 5.6373, -4.8068], [-0.4398, 3.1929, -4.7509], [0.2411, 1.9104, -5.7582], [0.9368, 3.5389, -5.8169], [-1.8727, 2.7393, -6.7555], [-0.4926, 3.0341, -7.8115], [-1.8964, 5.0066, -7.8203], [-0.3712, 5.4058, -7.0378], [7.0668, -2.1944, -0.6242], [7.1179, -2.6560, -2.0748], [5.7375, -2.9459, -2.6637], [5.0757, -4.0792, -2.0043], [4.5507, -4.9710, -1.4785], [6.6571, -2.9706, 0.0297], [8.0751, -1.9591, -0.2688], [6.4516, -1.2952, -0.5197], [7.7551, -3.5455, -2.1478], [7.5958, -1.8705, -2.6729], [5.8498, -3.1719, -3.7306], [5.1061, -2.0528, -2.5939], [12.5625, -4.0404, -2.4934], [11.6067, -3.6885, -3.6258], [11.2709, -2.1987, -3.6898], [10.5277, -1.7425, -2.5080], [9.9458, -1.3812, -1.5708], [12.1218, -3.8256, -1.5149], [12.8026, -5.1081, -2.5222], [13.4983, -3.4796, -2.5809], [10.6888, -4.2792, -3.5195], [12.0689, -3.9844, -4.5755], [10.6652, -2.0119, -4.5843], [12.1903, -1.6128, -3.8018]], "mulliken_charge": [-0.99, 0.07, -0.15, 1.05, -1.26, 0.89, -0.82, -0.41, 0.39, -0.55, -0.49, -0.02, -0.05, 0.13, -0.37, 0.26, -0.11, -0.88, -0.36, -0.53, 0.62, -0.20, 0.53, -0.79, 1.19, 0.33, -0.60, -0.57, 0.31, -0.71, -0.52, -0.35, -0.28, -0.56, -0.44, -0.64, 0.08, 0.29, 0.23, 0.30, 0.29, -0.11, 0.11, 0.06, -0.81, 0.35, 0.31, 0.35, 0.33, 0.32, 0.34, 0.15, 0.35, 0.02, 0.07, 0.19, 0.43, 0.26, 0.32, 0.25, -0.25, 0.04, 0.20, -0.01, -0.02, 0.26, 0.33, 0.21, 0.10, 0.26, -0.04, 0.30, 0.05, 0.25, 0.33, 0.26, 0.09, -1.01, -0.44, -0.45, 0.30, -0.42, 0.22, 0.32, 0.33, 0.30, 0.31, 0.27, 0.29, -1.18, -0.19, -0.43, 0.19, -0.50, 0.35, 0.38, 0.26, 0.22, 0.28, 0.35, 0.32, -1.14, -0.38, -0.43, 0.30, -0.48, 0.34, 0.32, 0.31, 0.26, 0.32, 0.26, 0.32], "fmax_ev_per_a": 9.07, "multiplicity": 1, "orbital_gap_ev": 6.9}